The following is a quantum chemistry calculation of C54H51N6O3P3STi as an isolated structure, from the OMol25 dataset.

The total charge is +1. The value obtained for the highest occupied orbital energy (spin up / spin down) is -9.830 / -10.140 eV. Its multiplicity is 2. Its gap between HOMO and LUMO (spin up / spin down) is 6.63 / 6.76 eV. The value obtained for the total energy is -4914.0839 a.u.

Last column: Mulliken charge in e.
Positions of all 119 atoms, in Å:
Ti  -0.5169  0.2576  -1.3891  -1.02
C  0.9205  -2.5673  -4.2370  -2.11
C  0.6176  -1.7800  -3.0096  0.89
N  -0.1103  -0.6948  -3.0472  2.90
N  -0.4958  -0.2021  -4.2348  -1.93
C  -1.5501  0.5677  -4.2523  0.36
N  -1.8843  1.1841  -5.3974  -0.35
S  -2.6113  0.7618  -2.8811  -0.48
C  1.1435  -2.0744  -1.7033  0.25
C  2.0754  -3.0850  -1.4374  -0.67
C  2.5989  -3.2126  -0.1707  -1.45
C  2.1556  -2.3518  0.8337  -0.85
C  1.2171  -1.3967  0.5181  -0.45
N  0.7214  -1.2373  -0.7164  1.10
H  0.1676  -2.3448  -4.9890  0.39
H  0.9167  -3.6375  -4.0348  0.58
H  1.8948  -2.2861  -4.6396  0.21
H  -1.1872  1.2377  -6.1234  0.24
H  -2.5813  1.9067  -5.3664  0.28
H  2.3997  -3.7267  -2.2439  0.57
H  3.3430  -3.9651  0.0504  0.54
H  2.5379  -2.4328  1.8402  0.62
H  0.8279  -0.7119  1.2633  0.28
C  0.9479  4.1161  0.2450  -0.63
C  0.8993  4.0135  1.8007  -1.73
P  0.7749  2.3687  2.6866  1.10
C  1.5946  2.8510  4.2735  0.63
C  1.4746  4.1248  4.8278  -0.22
C  2.0155  4.4021  6.0727  -0.77
C  2.6824  3.4152  6.7844  -0.56
C  2.7956  2.1428  6.2495  -0.62
C  2.2505  1.8648  5.0045  -0.41
C  -0.9053  2.3173  3.4829  0.65
C  -1.7819  3.3880  3.6257  -0.26
C  -3.0404  3.2010  4.1836  -0.69
C  -3.4396  1.9436  4.6134  -0.60
C  -2.5607  0.8760  4.5076  -0.71
C  -1.3080  1.0641  3.9421  -0.48
C  2.1097  3.3781  -0.4471  -1.40
P  2.0091  1.5112  -0.5701  2.13
C  2.5970  1.1456  -2.2929  0.73
C  3.3302  -0.0320  -2.4607  0.02
C  3.7608  -0.4354  -3.7133  -0.99
C  3.4448  0.3215  -4.8318  -0.57
C  2.7197  1.4925  -4.6797  -0.86
C  2.3035  1.9051  -3.4223  -0.88
C  3.6677  1.2018  0.2016  0.10
C  3.8193  0.5508  1.4178  0.26
C  5.0736  0.4094  2.0002  -1.28
C  6.1930  0.9173  1.3664  -0.75
C  6.0552  1.5793  0.1518  -0.89
C  4.8058  1.7223  -0.4229  -0.40
H  0.0153  3.7954  -0.2148  -0.25
H  1.0675  5.1825  0.0332  0.75
H  0.0932  4.6669  2.1401  0.56
H  1.8498  4.4145  2.1612  0.57
H  0.9507  4.9090  4.2974  0.23
H  1.9003  5.3916  6.4959  0.42
H  3.1041  3.6372  7.7552  0.40
H  3.2978  1.3603  6.8033  0.42
H  2.3297  0.8624  4.5997  0.29
H  -1.4994  4.3833  3.3041  0.26
H  -3.7105  4.0448  4.2867  0.45
H  -4.4239  1.8002  5.0383  0.42
H  -2.8464  -0.1058  4.8613  0.47
H  -0.6320  0.2181  3.8721  0.30
H  3.0231  3.6187  0.0971  0.69
H  2.2147  3.7397  -1.4715  0.74
H  3.6050  -0.6162  -1.5903  0.46
H  4.3580  -1.3344  -3.8094  0.43
H  3.7741  0.0047  -5.8129  0.43
H  2.4895  2.0987  -5.5461  0.48
H  1.7540  2.8323  -3.3345  0.18
H  2.9466  0.1702  1.9243  0.49
H  5.1711  -0.0951  2.9532  0.49
H  7.1697  0.8110  1.8181  0.41
H  6.9235  1.9894  -0.3468  0.46
H  4.7086  2.2494  -1.3635  0.48
O  -1.2670  1.9384  0.3280  -0.08
N  -1.9884  0.7785  0.1190  0.17
C  -3.2608  0.9003  0.1711  -0.39
C  -4.2163  -0.1518  -0.0968  -0.08
C  -5.5724  0.1382  0.0938  -0.64
C  -6.5424  -0.8155  -0.1328  -0.89
C  -6.1777  -2.0814  -0.5723  -0.76
C  -4.8432  -2.3771  -0.7935  -0.13
C  -3.8516  -1.4290  -0.5618  -0.47
P  -2.0923  -1.8982  -0.7690  3.34
C  -2.2186  -3.0693  -2.1821  0.43
C  -2.9098  -2.6167  -3.3110  -0.44
C  -2.9225  -3.3629  -4.4763  -0.86
C  -2.2532  -4.5773  -4.5352  -0.74
C  -1.5925  -5.0478  -3.4133  -0.82
C  -1.5679  -4.2987  -2.2444  -0.54
C  -1.9277  -3.0090  0.6907  0.68
C  -2.9120  -3.1010  1.6762  -1.10
C  -2.7655  -3.9790  2.7392  -0.86
C  -1.6333  -4.7714  2.8472  -0.81
C  -0.6341  -4.6650  1.8929  -1.04
C  -0.7762  -3.7845  0.8324  -0.06
H  -1.8634  2.6983  0.4479  0.26
H  -3.6810  1.8826  0.3984  0.35
H  -5.8590  1.1254  0.4355  0.50
H  -7.5847  -0.5820  0.0350  0.42
H  -6.9308  -2.8415  -0.7282  0.48
H  -4.5640  -3.3663  -1.1313  0.60
H  -3.4473  -1.6806  -3.2666  0.54
H  -3.4580  -2.9941  -5.3411  0.45
H  -2.2551  -5.1549  -5.4497  0.40
H  -1.0890  -6.0054  -3.4435  0.47
H  -1.0558  -4.6960  -1.3804  0.41
H  -3.8033  -2.4941  1.6220  0.41
H  -3.5489  -4.0551  3.4820  0.49
H  -1.5289  -5.4611  3.6735  0.43
H  0.2557  -5.2769  1.9680  0.50
H  0.0188  -3.7099  0.1055  0.15
O  -0.9043  3.2906  -3.4511  -0.45
N  -1.1298  2.7537  -2.4203  0.34
O  -0.1692  1.8531  -2.0382  -0.54

Forces on the atoms, in the same order (eV/Å):
-2.402 -0.641 2.029
-0.050 -0.094 0.107
-0.489 0.641 -1.176
0.729 -1.574 -1.076
0.475 -0.101 -1.248
-0.670 -0.333 0.865
0.205 0.012 -0.207
-0.158 -0.845 -0.225
0.366 -0.212 1.037
-0.283 0.142 -0.412
-0.062 0.226 0.349
0.198 -0.253 -0.201
-0.187 0.069 0.058
1.375 -1.528 0.194
0.022 -0.017 -0.003
0.029 -0.011 0.060
0.038 0.035 0.008
-0.013 -0.067 -0.006
-0.027 -0.027 0.047
-0.004 -0.027 -0.016
0.007 -0.037 -0.045
-0.024 0.055 0.037
0.063 0.042 0.032
0.022 -0.536 0.300
-0.045 -0.132 -0.581
0.017 0.272 0.446
0.093 -0.104 -0.120
0.105 -0.070 0.044
-0.050 0.095 -0.007
0.016 -0.032 0.023
-0.013 -0.039 0.054
0.014 0.006 -0.114
0.007 -0.121 -0.671
-0.020 -0.013 -0.108
-0.045 0.029 -0.002
0.000 0.028 0.019
0.049 0.017 -0.007
-0.045 -0.061 0.036
-0.543 0.077 0.178
1.152 0.515 -0.169
-0.077 -0.047 0.030
0.009 0.105 -0.004
-0.004 -0.066 0.021
0.018 -0.012 -0.037
0.073 0.023 -0.048
0.108 0.071 0.090
-0.142 -0.114 0.199
-0.046 0.055 -0.065
0.039 -0.061 0.065
0.007 -0.010 0.032
-0.016 0.036 -0.044
0.039 0.017 0.135
-0.103 0.128 0.055
-0.068 -0.060 -0.071
0.197 0.126 0.080
-0.100 0.121 0.110
-0.016 0.017 -0.003
0.043 0.014 -0.001
0.003 0.004 0.019
0.028 0.013 0.004
0.034 -0.015 -0.050
-0.008 -0.006 0.003
-0.007 0.013 -0.001
-0.011 0.011 0.028
-0.027 -0.021 0.006
0.018 0.017 -0.098
0.106 -0.079 -0.172
0.014 0.130 0.070
0.029 -0.041 -0.019
-0.017 -0.015 -0.024
0.008 0.027 -0.010
-0.031 0.016 0.009
-0.074 -0.056 -0.018
-0.091 -0.008 0.127
0.002 0.003 0.009
0.025 -0.012 0.011
0.017 0.003 0.007
0.045 -0.020 -0.022
0.050 0.190 0.791
-0.693 0.612 0.559
0.167 0.249 0.282
-0.264 -0.723 -0.283
0.254 0.207 0.101
-0.122 -0.166 -0.044
-0.021 0.093 0.057
0.043 0.083 0.060
0.095 0.238 0.018
-0.863 -0.848 -0.326
0.057 0.085 -0.051
0.023 -0.105 0.023
-0.006 0.006 -0.018
0.004 -0.022 -0.022
0.042 -0.067 -0.030
-0.052 0.066 0.076
0.200 0.175 -0.012
0.047 0.031 0.011
-0.010 -0.024 0.052
-0.017 0.035 0.001
0.051 -0.050 -0.011
-0.043 0.037 0.049
-0.093 -0.051 -0.080
0.050 -0.043 0.148
0.006 0.020 0.007
0.003 0.040 0.001
-0.021 0.003 -0.051
0.001 0.001 -0.018
0.027 0.030 -0.072
-0.017 0.008 -0.008
-0.015 -0.031 -0.002
0.003 -0.019 0.010
-0.002 -0.029 -0.014
-0.032 -0.008 -0.001
0.001 0.040 0.006
0.004 -0.020 0.005
0.028 0.017 0.005
-0.022 -0.059 -0.030
0.342 -0.313 0.339
-0.276 1.747 -0.086
1.196 2.873 -1.399

The following is a quantum chemistry calculation of C54H52As2N4O2PbSi2 as an isolated structure, from the OMol25 dataset.

The value obtained for the highest occupied orbital energy is -7.123 eV. Its gap between HOMO and LUMO is 7.28 eV. The value obtained for the total energy is -7701.8802 a.u.

Last column: Mulliken charge in e.
Positions of all 117 atoms, in Å:
Pb  0.7156  -1.2484  0.4124  0.75
O  1.4062  -4.8799  -2.0305  -0.79
C  1.4166  -3.9871  -1.1873  0.20
N  0.4419  -3.1102  -0.8894  0.11
C  -0.8339  -3.1797  -1.4793  -0.27
C  -1.1461  -3.9301  -2.6222  -0.38
C  -2.4485  -4.0085  -3.0873  -0.98
C  -3.4644  -3.3433  -2.4201  -0.82
C  -3.1619  -2.5740  -1.3122  -0.48
C  -1.8526  -2.4586  -0.8414  0.40
N  -1.5254  -1.5869  0.2280  0.19
C  -2.4011  -1.4923  1.2702  -0.25
O  -3.3202  -2.2709  1.4864  -0.71
C  -2.3187  -0.2788  2.1782  0.73
C  -3.1586  -0.2823  3.2899  -0.85
C  -3.2867  0.8694  4.0433  -0.78
C  -2.5683  1.9905  3.6582  -0.77
C  -1.7256  1.8814  2.5683  -0.71
N  -1.5835  0.7775  1.8342  1.16
C  2.6662  -3.8659  -0.3485  0.38
C  3.6026  -4.8909  -0.4153  -0.66
C  4.7394  -4.8143  0.3653  -0.63
C  4.9324  -3.6837  1.1489  -1.03
C  3.9718  -2.6943  1.1222  -0.82
N  2.8385  -2.7922  0.4123  0.72
H  -0.3635  -4.4785  -3.1161  0.55
H  -2.6616  -4.6039  -3.9679  0.41
H  -4.4897  -3.4121  -2.7663  0.41
H  -3.9437  -2.0698  -0.7684  0.73
H  -3.7124  -1.1832  3.5093  0.56
H  -3.9442  0.8954  4.9045  0.44
H  -2.6490  2.9260  4.1977  0.54
H  -1.1252  2.7271  2.2636  0.21
H  3.3985  -5.7173  -1.0800  0.57
H  5.4703  -5.6133  0.3601  0.42
H  5.8074  -3.5709  1.7759  0.51
H  4.1172  -1.7750  1.6778  0.68
C  2.5279  -1.8751  3.8017  -1.28
Si  1.8061  -0.5158  2.7124  0.76
C  0.9754  0.6243  3.9366  -1.15
C  3.1670  0.5565  1.9002  0.34
C  4.0326  1.1333  2.8399  -0.64
C  5.0686  1.9777  2.4721  -0.97
C  5.2414  2.3022  1.1335  -0.79
C  4.3871  1.7594  0.1877  -0.39
C  3.3598  0.8717  0.5312  0.73
Si  2.4357  0.1392  -0.9605  0.42
C  3.6523  -0.9453  -1.9055  -1.39
C  1.8443  1.4986  -2.0980  -0.91
H  3.4681  -1.5356  4.2496  0.38
H  2.7146  -2.8174  3.2873  0.36
H  1.8219  -2.0755  4.6141  0.42
H  1.6608  0.7858  4.7778  0.57
H  0.0481  0.1962  4.3300  0.30
H  0.7519  1.5903  3.4942  0.19
H  3.8961  0.9112  3.8976  0.26
H  5.7298  2.3855  3.2282  0.41
H  6.0361  2.9727  0.8266  0.44
H  4.5201  2.0351  -0.8582  0.36
H  4.1498  -0.3646  -2.6890  0.52
H  3.1504  -1.7947  -2.3806  0.28
H  4.4202  -1.3390  -1.2366  0.36
H  2.6588  1.8720  -2.7275  0.50
H  1.4723  2.3224  -1.4949  -0.07
H  1.0343  1.1460  -2.7428  0.35
C  -0.9219  4.1241  -2.3318  -0.80
C  -2.2282  3.3220  -2.4902  -1.85
As  -2.1977  1.4091  -1.8437  1.39
C  -3.9012  1.4890  -0.8762  0.15
C  -4.9437  0.5928  -1.0970  -0.64
C  -6.0869  0.6274  -0.3077  -0.67
C  -6.2181  1.5769  0.6960  -0.83
C  -5.1985  2.4972  0.9062  -0.39
C  -4.0494  2.4405  0.1323  -0.27
C  -2.9006  0.6572  -3.5155  -0.03
C  -4.0041  1.2172  -4.1649  0.02
C  -4.4691  0.6862  -5.3584  -0.78
C  -3.8410  -0.4250  -5.9147  -0.52
C  -2.7516  -0.9936  -5.2738  -0.63
C  -2.2809  -0.4499  -4.0835  -0.36
As  -0.3492  4.2098  -0.4497  0.77
C  -1.3562  5.8388  0.0227  0.51
C  -2.3124  5.8093  1.0340  0.04
C  -3.0839  6.9310  1.3200  -0.62
C  -2.8966  8.1032  0.6043  -0.48
C  -1.9251  8.1544  -0.3904  -0.76
C  -1.1654  7.0303  -0.6780  -0.46
C  1.3831  5.1136  -0.5789  0.24
C  2.0068  5.3844  0.6402  -0.75
C  3.1967  6.0939  0.6899  -0.61
C  3.7953  6.5230  -0.4899  -0.55
C  3.2066  6.2209  -1.7098  -0.64
C  2.0053  5.5208  -1.7535  -0.21
H  -1.0711  5.1389  -2.6986  0.64
H  -0.1347  3.6646  -2.9311  0.52
H  -2.4896  3.2840  -3.5446  0.65
H  -3.0356  3.8427  -1.9713  0.50
H  -4.8698  -0.1295  -1.8987  0.54
H  -6.8791  -0.0917  -0.4804  0.42
H  -7.1101  1.6016  1.3112  0.38
H  -5.2988  3.2570  1.6746  0.49
H  -3.2460  3.1433  0.3090  0.03
H  -4.5110  2.0698  -3.7257  0.40
H  -5.3198  1.1378  -5.8559  0.39
H  -4.2060  -0.8458  -6.8445  0.38
H  -2.2684  -1.8679  -5.6936  0.46
H  -1.4309  -0.9046  -3.5844  0.25
H  -2.4621  4.9025  1.6106  0.12
H  -3.8336  6.8841  2.1010  0.41
H  -3.5047  8.9745  0.8159  0.37
H  -1.7624  9.0722  -0.9430  0.41
H  -0.4078  7.0845  -1.4521  0.35
H  1.5438  5.0413  1.5613  0.36
H  3.6576  6.3126  1.6463  0.42
H  4.7159  7.0934  -0.4589  0.38
H  3.6772  6.5399  -2.6318  0.43
H  1.5540  5.3001  -2.7155  0.34

Forces on the atoms, in the same order (eV/Å):
-0.845 -0.102 -0.189
0.005 -0.037 -0.006
-0.217 0.112 0.037
0.378 0.081 0.255
-0.030 -0.096 -0.087
0.053 -0.004 0.008
0.039 0.021 -0.004
-0.020 0.053 -0.029
0.081 0.097 0.090
-0.178 0.041 0.068
0.335 0.081 0.177
0.075 -0.144 -0.190
0.054 0.017 -0.013
-0.013 0.088 -0.021
-0.036 -0.017 0.059
0.005 -0.060 -0.008
-0.046 -0.024 0.082
0.161 0.016 -0.114
0.053 -0.143 0.017
0.003 -0.039 0.029
0.071 -0.092 -0.030
-0.055 0.030 -0.035
0.042 -0.036 0.008
-0.043 0.110 -0.108
0.420 0.031 0.302
0.006 0.023 -0.003
0.001 0.019 0.049
0.048 0.009 0.038
-0.071 0.062 -0.036
-0.022 0.024 -0.013
0.024 0.002 -0.039
0.034 -0.018 -0.032
0.099 0.126 -0.107
-0.002 -0.014 0.030
-0.020 0.016 -0.020
-0.012 0.034 -0.065
-0.007 -0.090 -0.030
-0.110 -0.202 -0.109
0.219 0.030 0.160
-0.322 -0.015 -0.021
-0.008 -0.069 -0.174
-0.002 -0.061 0.068
-0.017 0.031 -0.030
0.014 0.022 0.037
-0.049 -0.003 -0.104
-0.110 -0.092 0.138
0.261 0.242 -0.103
-0.112 -0.186 0.009
-0.099 -0.049 0.004
-0.061 0.000 -0.033
-0.011 0.054 0.080
0.043 0.057 -0.069
-0.041 -0.087 -0.114
0.069 0.065 -0.013
-0.046 0.084 -0.016
0.057 0.036 -0.107
-0.032 0.001 -0.042
-0.046 -0.016 0.029
0.045 -0.033 0.123
-0.097 0.017 0.068
0.070 0.084 -0.021
-0.056 0.006 -0.066
-0.039 -0.058 0.072
-0.106 0.133 0.015
0.079 0.040 0.024
-0.171 -0.403 -0.061
0.256 0.218 0.305
-0.137 0.283 -0.374
-0.067 0.023 0.134
0.078 -0.004 0.009
-0.013 0.031 0.014
0.015 0.000 0.001
-0.013 -0.021 0.010
0.052 -0.101 -0.055
-0.014 -0.016 -0.059
0.031 -0.039 -0.024
0.049 -0.012 0.033
0.005 0.016 0.028
-0.009 -0.003 -0.065
0.035 0.025 0.123
-0.089 0.189 0.167
-0.100 0.013 -0.086
0.053 -0.069 -0.022
0.003 0.012 0.005
0.031 -0.026 -0.027
-0.020 -0.044 0.018
-0.027 0.005 0.051
0.077 -0.066 0.067
-0.034 -0.012 -0.027
0.015 -0.006 -0.046
-0.030 -0.018 -0.008
0.008 0.000 0.050
-0.079 -0.056 -0.082
0.044 0.080 -0.043
0.122 -0.034 0.082
-0.048 -0.002 -0.072
-0.046 -0.061 0.007
0.017 -0.087 0.017
0.023 0.030 -0.009
0.031 0.005 -0.043
0.031 -0.055 -0.024
0.033 0.106 0.080
-0.004 -0.015 -0.023
0.014 -0.034 0.029
0.015 0.014 0.040
0.000 0.032 0.026
-0.042 -0.058 0.005
-0.013 -0.018 -0.026
0.027 0.003 -0.019
0.041 -0.024 0.014
-0.007 -0.032 0.008
-0.004 0.008 0.001
0.035 0.050 -0.012
-0.020 -0.014 -0.043
-0.009 -0.051 0.007
-0.014 -0.002 0.008
0.005 0.031 0.041

In order of appearance, strongest force on any atom = 0.066; 0.017 hartree/bohr.